Formula: C14H23NO6
Source: the Open Molecules 2025 dataset
Level of theory: ωB97M-V with the def2-TZVPD basis set

* energy: -1053.44869 Eh
* net charge: 0
* SMILES: COC(=O)[C@@H]1C[C@@]2(O)[C@H](O)[C@H](O)[C@H](O)C[C@H]2N1CC1CC1

Element x y z (Å)
C: 4.28 1.78 0.07
O: 3.05 1.54 -0.60
C: 1.96 1.32 0.13
O: 1.95 1.30 1.34
C: 0.73 1.14 -0.75
C: -0.35 2.14 -0.29
C: -1.48 1.26 0.27
O: -2.10 1.79 1.42
C: -2.56 1.08 -0.81
O: -3.22 2.29 -1.06
C: -3.54 -0.04 -0.45
O: -4.27 0.23 0.72
C: -2.77 -1.37 -0.32
O: -3.66 -2.42 -0.04
C: -1.71 -1.25 0.78
C: -0.76 -0.08 0.56
N: 0.10 -0.16 -0.61
C: 0.90 -1.34 -0.83
C: 1.91 -1.71 0.24
C: 2.77 -2.92 0.04
C: 3.38 -1.55 0.00
H: 4.54 2.83 -0.06
H: 4.17 1.56 1.14
H: 5.04 1.15 -0.38
H: 1.04 1.28 -1.79
H: -0.71 2.76 -1.10
H: 0.04 2.79 0.49
H: -1.42 1.98 2.08
H: -2.06 0.81 -1.75
H: -3.74 2.51 -0.27
H: -4.28 -0.14 -1.25
H: -3.69 0.70 1.33
H: -2.29 -1.61 -1.28
H: -4.31 -2.07 0.59
H: -1.15 -2.18 0.85
H: -2.22 -1.10 1.73
H: -0.16 0.05 1.48
H: 1.42 -1.20 -1.79
H: 0.20 -2.18 -0.96
H: 1.56 -1.53 1.25
H: 2.67 -3.45 -0.89
H: 2.98 -3.56 0.88
H: 4.01 -1.25 0.83
H: 3.70 -1.17 -0.95

=====

Formula: C14H23O
Source: the Open Molecules 2025 dataset
Level of theory: ωB97M-V with the def2-TZVPD basis set

* energy: -622.39112 Eh
* 2S+1: 2
* net charge: 0

Element x y z (Å)
C: 1.34 -4.07 -1.01
C: 1.80 -3.75 0.23
C: 2.24 -4.60 -2.07
C: -0.09 -3.90 -1.39
H: 2.81 -4.06 0.53
H: 2.44 -1.38 0.65
H: 1.10 -3.64 1.06
H: 1.74 -4.57 -3.06
H: 2.49 -5.66 -1.89
H: -0.56 -3.05 -0.86
H: -0.19 -3.72 -2.47
H: -0.67 -4.81 -1.17
H: 3.18 -4.04 -2.15
C: -2.51 2.34 -0.66
H: -3.47 1.86 -0.41
H: -2.21 1.96 -1.64
H: -2.70 3.43 -0.75
C: -1.46 2.08 0.41
H: -1.44 0.99 0.63
C: -0.03 2.44 -0.11
C: 0.45 1.42 -1.10
H: -0.04 1.37 -2.08
C: 1.44 0.53 -0.81
H: 1.70 -0.27 -1.51
C: 2.11 0.56 0.45
O: 2.84 -0.46 0.89
C: 1.91 1.68 1.29
H: 2.56 1.78 2.17
C: 0.95 2.61 1.01
H: 0.85 3.49 1.66
C: -1.77 2.82 1.71
H: -1.14 2.41 2.52
H: -1.46 3.88 1.60
C: -3.22 2.75 2.15
H: -3.34 3.07 3.19
H: -3.61 1.71 2.08
H: -3.88 3.38 1.54
H: -0.16 3.42 -0.63

=====

Formula: C14H23O2RhS3Sb3
Source: the Open Molecules 2025 dataset
Level of theory: ωB97M-V with the def2-TZVPD basis set

* energy: -2723.55090 Eh
* 2S+1: 2
* net charge: 0

Element x y z (Å)
Rh: 1.45 1.09 0.98
S: 3.36 0.12 5.73
Sb: 2.18 1.37 4.39
S: 1.65 3.23 1.23
S: 1.08 -0.16 2.91
C: 2.68 -1.64 -2.29
Sb: 1.30 -0.52 -1.14
C: 0.25 -2.21 -0.36
C: -0.14 0.08 -2.66
C: -1.48 -0.55 -2.43
C: -1.75 -1.78 -3.02
C: -2.93 -2.47 -2.78
C: -3.87 -1.92 -1.92
C: -3.63 -0.68 -1.35
C: -2.45 0.03 -1.60
C: -2.31 1.40 -0.99
Sb: -1.19 1.42 0.86
C: -1.88 3.30 1.56
C: -2.48 0.20 2.01
H: 2.13 -2.43 -2.79
H: 3.43 -2.05 -1.62
H: 3.17 -1.01 -3.03
H: -0.05 -2.89 -1.16
H: -0.64 -1.88 0.17
H: 0.91 -2.73 0.34
H: 0.30 -0.25 -3.60
H: -0.17 1.17 -2.65
H: -1.01 -2.21 -3.69
H: -3.11 -3.42 -3.26
H: -4.79 -2.45 -1.70
H: -4.38 -0.24 -0.70
H: -3.29 1.78 -0.72
H: -1.83 2.12 -1.65
H: -2.97 3.33 1.52
H: -1.47 4.10 0.94
H: -1.55 3.45 2.59
H: -3.49 0.61 1.97
H: -2.12 0.19 3.04
H: -2.48 -0.82 1.63
C: 5.28 0.89 2.73
O: 3.93 1.23 2.36
C: 3.43 0.71 1.20
O: 4.12 0.06 0.46
H: 5.28 0.78 3.81
H: 5.94 1.71 2.43
H: 5.58 -0.03 2.24

=====

Formula: C14H24AlCl12F3O5P
Source: the Open Molecules 2025 dataset
Level of theory: ωB97M-V with the def2-TZVPD basis set

* energy: -7329.87190 Eh
* net charge: -1

Element x y z (Å)
C: 3.12 -0.99 1.70
P: 1.52 -1.88 1.60
O: 2.18 -3.19 0.79
C: 0.52 -1.13 0.18
C: 1.27 -0.53 -1.02
C: 2.13 0.73 -0.92
O: 1.73 1.58 0.16
C: 2.71 2.53 0.46
C: 2.18 3.43 1.54
F: 3.15 4.29 1.93
F: 1.78 2.76 2.62
F: 1.15 4.18 1.12
O: -0.16 -2.24 -0.35
Al: -1.54 -2.66 0.71
O: -1.48 -1.04 1.48
C: -0.55 -0.22 0.85
C: -1.22 0.75 -0.13
C: -2.30 1.59 0.57
C: -3.69 1.44 -0.03
O: -4.02 0.07 -0.25
H: 3.59 -0.77 0.74
H: 2.95 -0.06 2.25
H: 3.80 -1.62 2.28
H: 1.55 -3.93 0.90
H: 0.52 -0.38 -1.79
H: 1.91 -1.34 -1.38
H: 3.20 0.50 -0.81
H: 2.04 1.30 -1.85
H: 3.63 2.06 0.83
H: 2.95 3.16 -0.41
H: -2.90 -2.93 -0.11
H: -1.10 -3.91 1.67
H: -0.05 0.41 1.62
H: -1.66 0.19 -0.96
H: -0.45 1.42 -0.52
H: -2.31 1.36 1.64
H: -2.05 2.65 0.47
H: -4.44 1.91 0.61
H: -3.71 1.94 -1.01
H: -4.79 -0.17 0.27
C: -3.22 4.98 2.36
Cl: -4.06 3.61 3.08
Cl: -1.48 4.76 2.41
Cl: -3.78 5.27 0.71
H: -3.47 5.86 2.94
C: 4.37 -0.94 -4.34
Cl: 4.58 -1.34 -2.65
Cl: 3.54 0.60 -4.54
Cl: 5.92 -0.94 -5.20
H: 3.75 -1.71 -4.79
C: -7.47 -0.90 -0.62
Cl: -6.84 -1.29 0.98
Cl: -7.66 -2.35 -1.60
Cl: -8.99 -0.01 -0.50
H: -6.74 -0.26 -1.11
C: 4.03 -5.25 -0.84
Cl: 3.63 -6.90 -0.35
Cl: 5.78 -5.00 -0.80
Cl: 3.38 -4.90 -2.44
H: 3.57 -4.57 -0.14

=====

Formula: C14H24BF4MoN2O3PS2
Source: the Open Molecules 2025 dataset
Level of theory: ωB97M-V with the def2-TZVPD basis set

* energy: -2512.56148 Eh
* 2S+1: 2
* net charge: +3

Element x y z (Å)
Mo: 0.67 -1.80 -0.91
C: 0.52 -7.20 1.81
C: -0.64 -6.26 1.92
O: -0.23 -4.95 1.30
P: -1.07 -3.76 0.86
S: 0.05 -1.99 1.30
S: -0.91 -3.45 -1.24
O: -2.49 -3.95 1.43
C: -3.73 -3.17 1.27
C: -3.53 -1.67 1.18
H: 0.23 -8.14 2.30
H: 1.40 -6.82 2.32
H: 0.77 -7.42 0.77
H: -0.90 -6.04 2.95
H: -1.52 -6.62 1.39
H: -4.32 -3.43 2.14
H: -4.23 -3.56 0.38
H: -3.07 -1.28 2.09
H: -4.52 -1.22 1.09
H: -2.94 -1.39 0.31
F: 2.95 -0.21 -1.03
B: 3.50 -0.56 -2.22
F: 4.73 -0.29 -2.50
F: 2.62 -1.10 -3.06
F: 2.12 -2.76 -0.84
C: 2.62 2.98 0.92
C: 1.16 3.38 1.25
N: 0.63 4.26 0.24
C: 0.94 5.67 0.37
C: 1.80 6.30 -0.74
C: -0.17 3.86 -0.85
O: -0.71 4.73 -1.49
C: -0.45 2.41 -1.25
C: -1.51 2.28 -2.18
C: -1.83 1.05 -2.71
C: -1.11 -0.05 -2.30
N: -0.13 0.04 -1.38
C: 0.21 1.25 -0.88
H: 2.97 2.28 1.68
H: 3.27 3.86 0.95
H: 2.70 2.52 -0.06
H: 1.16 3.92 2.20
H: 0.52 2.51 1.38
H: 1.40 5.82 1.34
H: -0.02 6.20 0.34
H: 2.82 5.90 -0.69
H: 1.85 7.37 -0.57
H: 1.39 6.13 -1.74
H: -2.06 3.17 -2.47
H: -2.62 0.95 -3.44
H: -1.32 -1.03 -2.73
H: 1.04 1.23 -0.20

=====

Formula: C14H24BrN5O6Ti
Source: the Open Molecules 2025 dataset
Level of theory: ωB97M-V with the def2-TZVPD basis set

* energy: -4696.31214 Eh
* 2S+1: 3
* net charge: 0

Element x y z (Å)
O: -0.42 -1.14 -3.81
H: -0.98 -1.56 -4.48
Ti: -0.57 0.08 -0.51
N: 1.12 -1.06 -0.94
N: -1.15 -1.78 0.11
N: 0.23 1.94 -0.60
N: -1.72 1.02 0.82
O: 2.24 -0.65 -1.35
O: 1.39 2.33 -1.26
O: -2.67 0.46 1.63
O: -2.22 -2.01 0.82
C: -0.45 -2.78 -0.50
C: 0.79 -2.39 -1.07
C: -0.36 2.84 0.24
C: -1.45 2.35 1.01
C: 1.67 -3.19 -1.94
H: 1.65 -2.76 -2.95
H: 1.32 -4.22 -1.98
H: 2.70 -3.16 -1.57
C: -1.07 -4.12 -0.59
H: -2.03 -4.06 -1.11
H: -1.24 -4.54 0.40
H: -0.42 -4.79 -1.15
C: 0.14 4.23 0.34
C: -2.24 3.19 1.95
H: 0.81 4.48 -0.49
H: 0.68 4.38 1.29
H: -0.72 4.91 0.34
H: -2.84 2.57 2.62
H: -2.92 3.83 1.37
H: -1.59 3.84 2.54
H: 1.59 1.61 -1.94
H: -2.59 -0.55 1.43
C: -1.70 0.11 -2.07
H: -1.08 -0.67 -3.12
H: -1.80 1.09 -2.54
H: -2.68 -0.35 -1.91
O: 1.39 0.94 -3.71
H: 0.84 0.13 -3.83
H: 0.93 1.59 -4.25
Br: 0.22 -1.75 5.29
C: 0.99 -0.81 3.83
C: 2.23 -0.20 3.93
C: 2.73 0.45 2.83
C: 1.98 0.50 1.65
N: 0.78 -0.07 1.58
C: 0.27 -0.73 2.63
H: 2.80 -0.26 4.86
H: 3.70 0.95 2.82
H: 2.37 1.00 0.76
H: -0.69 -1.22 2.55

=====

Formula: C14H24ClO5P2PtS
Source: the Open Molecules 2025 dataset
Level of theory: ωB97M-V with the def2-TZVPD basis set

* energy: -2583.99796 Eh
* 2S+1: 3
* net charge: +1

Element x y z (Å)
Pt: -0.75 0.71 -0.45
C: 0.81 0.57 2.69
P: -0.73 0.26 1.80
C: -2.03 1.06 2.78
C: -1.03 -1.53 1.95
C: -1.15 -2.12 3.21
C: -1.38 -3.48 3.33
C: -1.49 -4.27 2.19
C: -1.36 -3.70 0.94
C: -1.13 -2.33 0.80
P: -0.97 -1.58 -0.84
C: -2.48 -2.01 -1.75
C: 0.37 -2.48 -1.66
H: 0.75 0.19 3.71
H: 1.00 1.64 2.72
H: 1.63 0.06 2.17
H: -2.00 0.72 3.82
H: -3.00 0.85 2.36
H: -1.87 2.14 2.76
H: -1.07 -1.51 4.10
H: -1.47 -3.93 4.31
H: -1.67 -5.33 2.28
H: -1.45 -4.32 0.06
H: -2.60 -3.10 -1.80
H: -2.41 -1.61 -2.76
H: -3.34 -1.57 -1.26
H: 0.18 -3.55 -1.64
H: 1.31 -2.26 -1.14
H: 0.44 -2.15 -2.70
O: -0.38 3.71 -3.13
Cl: -1.24 3.16 -2.14
O: -1.31 1.67 -2.37
O: -0.63 3.30 -0.82
O: -2.55 3.67 -2.17
O: 2.36 -0.19 -0.21
S: 1.59 0.93 -0.78
C: 2.28 2.51 -0.19
C: 2.73 3.27 -1.44
C: 3.15 2.22 -2.47
C: 2.02 1.20 -2.51
H: 3.10 2.19 0.45
H: 1.52 3.03 0.39
H: 3.55 3.94 -1.19
H: 1.90 3.86 -1.83
H: 4.08 1.73 -2.17
H: 3.31 2.66 -3.46
H: 2.27 0.22 -2.92
H: 1.13 1.59 -3.00

=====

Formula: C14H24F3N5O19
Source: the Open Molecules 2025 dataset
Level of theory: ωB97M-V with the def2-TZVPD basis set

* energy: -2550.26290 Eh
* net charge: 0
* SMILES: O=C1OC[C@@H](F)O1.O=C1OC[C@@H](F)O1.O=C1OC[C@@H](F)O1.C[N+](=O)[O-].C[N+](=O)[O-].C[N+](=O)[O-].C[N+](=O)[O-].C[N+](=O)[O-]

Element x y z (Å)
O: -4.42 4.53 -1.46
C: -4.34 3.47 -2.08
O: -3.54 3.26 -3.07
C: -3.63 1.96 -3.64
C: -4.83 1.42 -2.82
F: -4.44 0.27 -2.40
O: -4.91 2.33 -1.78
H: -3.75 1.98 -4.72
H: -2.71 1.43 -3.39
H: -5.73 1.36 -3.43
O: -1.30 2.35 -1.40
C: -0.58 1.51 -0.89
O: -0.98 0.45 -0.22
C: 0.11 -0.16 0.41
C: 1.22 0.80 0.28
F: 2.34 0.12 0.08
O: 0.81 1.59 -0.78
H: -0.10 -0.36 1.46
H: 0.41 -1.19 0.21
H: 1.46 1.50 1.08
O: 4.16 -5.95 -0.64
C: 3.97 -5.14 0.24
O: 3.65 -5.40 1.54
C: 3.81 -4.20 2.31
C: 3.42 -3.33 1.19
F: 3.79 -2.08 1.60
O: 4.10 -3.78 0.09
H: 3.04 -4.11 3.08
H: 4.84 -4.01 2.60
H: 2.36 -3.27 0.91
C: -0.78 5.55 -2.13
N: 0.47 6.30 -2.32
O: 0.48 7.44 -1.83
O: 1.30 5.82 -3.09
H: -1.10 6.03 -1.20
H: -0.52 4.51 -1.92
H: -1.49 5.64 -2.96
C: 5.02 1.99 -0.85
N: 6.16 2.26 0.05
O: 7.24 2.57 -0.44
O: 5.92 2.31 1.28
H: 5.09 2.61 -1.74
H: 4.07 2.07 -0.32
H: 5.01 0.95 -1.19
C: -3.15 2.65 1.90
N: -3.48 2.29 3.34
O: -2.76 1.42 3.86
O: -4.29 3.06 3.82
H: -2.18 2.18 1.72
H: -3.28 3.73 1.77
H: -3.95 2.18 1.32
C: -1.40 -3.36 2.95
N: 0.04 -3.16 3.16
O: 0.43 -2.07 3.37
O: 0.68 -4.15 3.40
H: -1.84 -2.58 3.57
H: -1.74 -4.35 3.24
H: -1.57 -3.13 1.90
C: -1.00 -5.98 -0.38
N: -0.87 -4.70 -1.12
O: -0.98 -4.69 -2.36
O: -0.75 -3.66 -0.46
H: -1.79 -6.61 -0.78
H: -1.19 -6.01 0.70
H: -0.05 -6.45 -0.62

=====

Formula: C14H24N2O2S
Source: the Open Molecules 2025 dataset
Level of theory: ωB97M-V with the def2-TZVPD basis set

* energy: -1205.53234 Eh
* net charge: 0
* SMILES: CN1CCCN(C[C@@H](O)COCc2cccs2)CC1

Element x y z (Å)
C: 3.37 -1.49 2.31
N: 2.05 -1.80 1.58
C: 0.96 -1.73 2.55
C: -0.18 -2.40 2.33
C: -1.36 -1.70 1.25
N: -0.39 -1.05 0.09
C: -1.29 -0.33 -0.66
C: -2.25 0.76 -0.16
O: -3.32 0.35 0.69
C: -1.50 1.80 0.89
O: -0.86 2.76 0.16
C: 0.52 2.52 -0.81
C: 0.03 2.39 -2.07
C: -0.96 2.70 -2.93
C: -0.80 2.40 -4.09
C: 0.35 1.60 -4.51
S: 1.25 1.37 -2.99
C: 0.67 -1.58 -0.40
C: 1.82 -1.13 0.32
H: 3.58 -2.00 3.22
H: 4.19 -1.77 1.88
H: 3.55 -0.57 2.62
H: 1.25 -1.87 3.61
H: 0.83 -0.59 2.59
H: 0.15 -3.31 1.81
H: -0.96 -2.68 3.12
H: -1.78 -1.07 1.79
H: -2.02 -2.40 0.81
H: -0.63 0.11 -1.43
H: -1.96 -1.08 -1.17
H: -2.63 1.50 -1.02
H: -3.78 -0.18 0.16
H: -1.98 2.33 1.67
H: -0.80 1.03 1.20
H: 0.95 1.85 -0.03
H: 0.93 3.58 -0.53
H: -1.71 3.35 -2.48
H: -1.61 2.69 -4.84
H: 0.34 1.12 -5.44
H: 0.72 -1.36 -1.47
H: 0.61 -2.47 -0.20
H: 2.77 -1.51 -0.15
H: 1.91 -0.11 0.73

=====

Formula: C14H24N2O3
Source: the Open Molecules 2025 dataset
Level of theory: ωB97M-V with the def2-TZVPD basis set

* energy: -883.15542 Eh
* net charge: 0
* SMILES: CC(C)[C@H](NC(=O)NCCC1=CCCCC1)C(=O)O

Element x y z (Å)
C: 0.05 2.26 -2.89
C: 1.47 2.34 -2.32
C: 2.47 1.62 -3.22
C: 1.55 1.79 -0.88
N: 1.04 0.44 -0.79
C: 1.45 -0.42 0.18
O: 2.11 -0.04 1.14
N: 1.09 -1.72 -0.01
C: 1.13 -2.64 1.11
C: 0.00 -2.37 2.13
C: -1.32 -2.13 1.43
C: -1.92 -3.09 0.74
C: -3.19 -2.90 -0.03
C: -3.47 -1.42 -0.27
C: -3.31 -0.66 1.03
C: -1.87 -0.74 1.51
C: 0.83 2.71 0.14
O: 0.22 3.69 -0.17
O: 0.97 2.31 1.39
H: -0.66 2.71 -2.20
H: 0.01 2.81 -3.83
H: -0.25 1.23 -3.10
H: 1.74 3.39 -2.25
H: 2.41 2.03 -4.23
H: 3.48 1.75 -2.86
H: 2.25 0.56 -3.27
H: 2.61 1.77 -0.57
H: 0.51 0.10 -1.57
H: 0.37 -1.91 -0.68
H: 2.10 -2.53 1.60
H: 1.05 -3.65 0.71
H: -0.06 -3.21 2.81
H: 0.27 -1.48 2.70
H: -1.50 -4.09 0.73
H: -3.12 -3.44 -0.98
H: -4.02 -3.35 0.53
H: -4.48 -1.29 -0.67
H: -2.77 -1.03 -1.01
H: -3.60 0.39 0.90
H: -3.97 -1.10 1.78
H: -1.80 -0.39 2.55
H: -1.24 -0.07 0.92
H: 1.51 1.48 1.47

=====

Question: Look up the energy of the second one.
Answer: -622.39112 Eh